Here is C33H27CuF4N6S2 as an isolated structure in a non-equilibrium geometry from the Open Molecules 2025 dataset. Energies are from ωB97M-V/def2-TZVPD.

Summary:
orbital gap (spin up / spin down): 6.9 / 6.1 eV
<S²>: 0.7931
LUMO level (spin up / spin down): -3.28 / -3.60 eV
ΔE to the lowest compared entry with this formula, charge and spin: 2.654 eV

Structure (ORCA input):
```
! RIJCOSX wB97M-V def2-TZVPD def2/J DEFGRID3
* xyz 1 2
Cu -0.269 -0.322 -0.518
C 0.215 -3.406 -0.262
N 0.063 -2.405 -1.313
C -0.918 -2.871 -2.282
C 1.353 -2.132 -1.947
C 2.277 -1.299 -1.032
N 1.494 -0.675 0.001
C 2.057 0.110 0.906
C 1.177 0.524 2.101
F -0.011 -0.168 2.106
C 1.987 0.205 3.346
F 1.402 -0.507 4.306
C 3.215 0.695 3.419
C 3.674 1.467 2.205
F 5.017 1.694 2.280
C 3.330 0.605 1.009
F 4.286 0.435 0.085
H 0.594 -4.350 -0.674
H 0.904 -3.037 0.492
H -0.750 -3.596 0.203
H -0.606 -3.811 -2.754
H -1.868 -3.038 -1.776
H -1.064 -2.125 -3.062
H 1.852 -3.069 -2.230
H 1.154 -1.571 -2.862
H 3.039 -1.936 -0.568
H 2.810 -0.565 -1.648
H 3.894 0.554 4.242
S -4.027 -3.867 1.191
C -5.401 -4.877 1.280
C -6.499 -4.310 0.709
C -6.245 -3.029 0.190
C -4.942 -2.630 0.361
C -4.287 -1.428 -0.085
C -2.900 -1.304 0.137
N -2.182 -0.321 -0.336
C -2.777 0.677 -1.009
C -4.173 0.710 -1.212
C -4.721 1.840 -1.895
C -3.933 2.851 -2.337
C -2.516 2.830 -2.151
C -1.654 3.853 -2.556
C -0.288 3.757 -2.303
C 0.180 2.561 -1.711
N -0.610 1.587 -1.333
C -1.940 1.715 -1.505
C 0.621 4.839 -2.585
C 0.340 6.043 -3.187
C 1.436 6.920 -3.210
C 2.547 6.385 -2.634
S 2.284 4.796 -2.054
C -4.920 -0.389 -0.764
H -5.315 -5.838 1.747
H -7.456 -4.798 0.652
H -6.997 -2.428 -0.289
H -2.369 -2.040 0.722
H -5.789 1.878 -2.043
H -4.365 3.702 -2.843
H -2.056 4.727 -3.043
H 1.237 2.417 -1.541
H -0.617 6.293 -3.607
H 1.396 7.911 -3.626
H 3.511 6.837 -2.511
H -5.980 -0.418 -0.962
N 1.791 2.583 1.137
C 2.921 2.854 2.027
C 2.212 3.239 3.312
C 1.024 2.650 3.271
N 0.846 1.953 2.015
H 1.366 3.455 0.823
H 3.611 3.587 1.610
H 2.638 3.853 4.078
H 0.228 2.626 3.991
*
```